[1]
Density functional theory data (ωB97M-V/def2-TZVPD) for a cluster of 10 separate species, C4H27NO9 in total in a non-equilibrium geometry.

- Energy relative to the best compared isomer or geometry (same formula, charge and spin): 4.240 eV
- Charge: 0
- LUMO: 0.24 eV
- Multiplicity: 1

Positions of all 41 atoms, in Å:
O (3.03, 0.88, 1.66)
O (2.26, 0.36, -0.66)
O (0.87, -0.93, -2.49)
O (-2.29, -1.57, -2.96)
O (1.96, 2.79, 0.40)
O (-2.74, -0.44, -0.76)
O (-0.02, -2.92, -1.14)
O (2.52, -2.26, -0.18)
O (-1.69, 1.68, -2.00)
N (-0.76, 2.61, 1.85)
C (-2.02, 0.05, 3.07)
C (-0.85, 0.15, 2.12)
C (-0.40, 1.25, 1.54)
C (-0.49, -1.12, 1.46)
H (-1.87, 0.81, -1.85)
H (0.36, -3.26, -1.88)
H (1.88, 3.56, -0.21)
H (-1.70, -0.43, 4.00)
H (0.03, -1.23, -2.04)
H (2.36, 1.36, -0.38)
H (2.92, -0.04, 1.34)
H (-1.14, -1.99, 1.87)
H (-0.62, -0.97, 0.36)
H (-2.53, 0.96, 3.39)
H (1.59, 0.46, -1.39)
H (-1.25, 2.81, 2.66)
H (2.46, -1.62, -0.91)
H (0.75, -2.76, -0.64)
H (2.69, 3.08, 1.04)
H (0.32, 1.21, 0.54)
H (-2.35, -1.10, -2.07)
H (0.45, -0.84, -3.35)
H (3.30, -2.24, 0.31)
H (-0.15, 3.34, 1.57)
H (-2.28, -0.83, 0.00)
H (-2.45, -2.45, -2.70)
H (-2.61, 1.94, -2.15)
H (2.08, 1.08, 1.78)
H (-3.45, 0.14, -0.56)
H (0.60, -1.34, 1.84)
H (-2.71, -0.59, 2.45)


[2]
Density functional theory data (ωB97M-V/def2-TZVPD) for a structure of composition C4H28BO22 in a non-equilibrium geometry.

- Energy relative to the best compared isomer or geometry (same formula, charge and spin): 3.479 eV
- Charge: -1
- LUMO: 1.60 eV
- Multiplicity: 1

Positions of all 55 atoms, in Å:
O (-3.57, -1.10, -3.81)
O (1.33, -1.53, 2.92)
O (-0.65, -1.82, 1.16)
O (1.57, 1.93, -0.80)
O (-2.83, -2.12, -1.11)
O (1.47, -0.30, -0.02)
O (-2.99, 2.44, 0.71)
O (-2.42, 0.59, -1.67)
O (1.49, -2.61, -3.11)
O (-5.34, -0.36, -1.10)
O (-0.51, 0.76, -0.64)
O (-0.55, 3.55, 1.08)
O (0.86, 0.22, -2.45)
O (-0.69, 0.89, 2.31)
O (3.56, -3.12, 3.07)
O (2.79, 2.70, 0.69)
O (-4.27, 2.54, -2.01)
O (5.67, -0.46, 2.11)
O (3.21, -0.19, 1.06)
O (2.45, -3.02, 0.57)
O (3.14, 3.33, 3.12)
O (-0.71, -0.69, -3.65)
C (-1.22, 0.38, -1.61)
C (2.33, 1.75, 0.13)
C (2.30, 0.38, 0.65)
C (-0.37, -0.07, -2.65)
B (0.92, 0.62, -1.01)
H (-4.25, -0.47, -3.57)
H (-4.86, -0.01, -0.32)
H (-0.29, 3.77, 1.98)
H (-2.95, -1.43, -0.43)
H (2.99, -2.37, 2.95)
H (1.10, -1.77, -3.13)
H (-0.29, -2.33, 0.43)
H (2.41, -2.38, -3.00)
H (-2.18, 2.46, 0.23)
H (3.07, 3.28, 2.14)
H (2.75, 2.48, 3.38)
H (-4.76, 2.16, -2.69)
H (2.08, -2.08, 0.55)
H (1.37, -0.61, 3.14)
H (3.61, -3.39, 2.12)
H (-5.08, -1.26, -1.02)
H (3.02, -3.02, -0.21)
H (-3.52, 2.00, -2.01)
H (-3.75, 2.34, 0.08)
H (-1.22, -2.38, 1.64)
H (-0.86, 0.26, 1.60)
H (0.50, -1.66, 2.45)
H (-0.74, 1.78, 1.96)
H (-2.98, -0.54, -4.33)
H (-3.10, -1.65, -1.90)
H (4.91, -0.08, 1.67)
H (0.22, 3.57, 0.54)
H (5.86, -1.37, 1.81)


[3]
Density functional theory data (ωB97M-V/def2-TZVPD) for a cluster of 10 separate species, C4H28N2O10 in total in a non-equilibrium geometry.

- Energy relative to the best compared isomer or geometry (same formula, charge and spin): 5.387 eV
- Charge: 0
- LUMO: 0.25 eV
- Multiplicity: 1

Positions of all 44 atoms, in Å:
O (0.88, -0.81, 2.60)
O (-2.05, 0.56, 3.09)
O (-1.96, 0.79, -2.82)
O (4.13, 0.32, -0.88)
O (3.54, 0.71, 1.72)
O (0.49, -1.82, -2.99)
O (2.03, -1.07, -1.26)
O (-1.26, -2.35, -1.28)
O (-2.73, -1.59, 1.63)
O (-3.07, -0.55, -0.92)
N (0.02, -1.53, 0.71)
N (0.21, 1.70, 2.13)
C (0.58, 0.88, 1.05)
C (-0.27, 1.04, -0.19)
C (0.49, -0.53, 1.48)
C (-0.10, 2.50, -0.70)
H (3.48, -0.12, 2.30)
H (2.73, -0.48, -1.00)
H (-2.23, -2.08, -1.43)
H (-1.83, -0.05, 2.44)
H (4.19, 1.32, -0.90)
H (0.02, 0.38, -1.07)
H (4.41, 0.18, 0.07)
H (-1.60, 0.19, -3.59)
H (-2.61, 0.39, 3.86)
H (-3.01, 0.15, -1.61)
H (-0.82, -2.18, -2.07)
H (-2.20, 1.63, -3.15)
H (3.19, 1.33, 2.32)
H (0.74, 2.99, -0.26)
H (1.04, -1.28, -2.47)
H (1.11, -2.59, -3.42)
H (-0.70, 1.68, 2.62)
H (-0.99, 3.26, -0.38)
H (-3.00, -1.41, 0.77)
H (1.62, 0.98, 0.76)
H (0.84, 1.77, 2.99)
H (-0.11, 2.54, -1.82)
H (-0.46, -1.41, -0.19)
H (1.97, -1.57, -0.45)
H (0.18, -2.48, 0.71)
H (-1.43, 1.11, -0.01)
H (-2.06, -0.60, -0.61)
H (-3.42, -1.91, 2.24)


[4]
Density functional theory data (ωB97M-V/def2-TZVPD) for a cluster of 11 separate species, C4H28NO12 in total in a non-equilibrium geometry.

- Energy relative to the best compared isomer or geometry (same formula, charge and spin): 4.110 eV
- Charge: -1
- LUMO: 2.52 eV
- Multiplicity: 1

Positions of all 45 atoms, in Å:
O (3.24, 2.07, -0.17)
O (1.09, 0.75, 0.07)
O (-0.59, 1.16, -4.61)
O (1.22, -1.14, -1.12)
O (-4.50, 0.74, 0.35)
O (1.70, 1.48, -2.19)
O (-3.39, 1.85, -1.72)
O (-2.06, 0.04, -0.64)
O (-0.96, -2.77, -1.38)
O (-3.57, -2.69, -0.12)
O (3.63, -2.22, -1.87)
O (0.33, 3.75, 0.45)
N (1.51, -1.24, 1.05)
C (1.10, 0.05, 4.56)
C (1.78, -0.60, 2.29)
C (0.51, -0.23, 3.19)
C (1.39, -0.44, -0.07)
H (2.08, 0.87, -2.65)
H (-2.88, -2.79, -0.70)
H (2.27, 0.41, 2.07)
H (-3.82, -1.73, -0.25)
H (-1.27, -0.07, -0.09)
H (-2.49, 1.69, -1.37)
H (2.09, 0.40, 4.61)
H (0.40, 0.80, 5.18)
H (0.98, -2.14, 1.13)
H (-0.05, 2.93, 0.17)
H (-0.23, -0.99, 3.23)
H (0.06, -2.56, -1.17)
H (-1.36, 1.16, -3.92)
H (-3.60, 0.43, 0.10)
H (-0.80, -3.35, -2.08)
H (1.00, -0.80, 5.23)
H (-4.96, -0.12, 0.27)
H (3.28, -2.65, -2.63)
H (0.02, 1.73, -4.33)
H (-1.83, -0.69, -1.26)
H (2.69, 2.60, -0.79)
H (1.05, 1.00, -1.65)
H (2.92, -2.15, -1.30)
H (0.98, 3.48, -0.15)
H (-4.11, 1.31, -1.30)
H (2.82, 1.28, -0.10)
H (2.31, -1.21, 3.00)
H (0.01, 0.57, 2.69)